(1)
This record from the OMol25 dataset describes a 2-piece molecular cluster, C4H6O4S overall at a distorted geometry. The level of theory is ωB97M-V/def2-TZVPD.

```
15
Properties=species:S:1:pos:R:3:forces:R:3
S -1.806 -1.827 0.098 -1.007 0.860 -1.644
O -2.566 -1.358 1.244 0.196 -0.583 1.326
O -2.774 -1.204 -1.148 1.548 -0.097 -0.035
O 0.374 -0.417 -0.955 -0.818 -0.693 0.089
O 2.260 -2.619 -0.648 1.908 2.207 1.530
C 3.305 -0.726 0.619 0.356 -1.164 -0.123
C 2.830 -1.749 -0.068 -1.973 -2.077 -0.932
C -0.599 -0.372 -0.267 0.759 1.563 0.758
C -1.053 0.880 0.544 0.628 -1.292 -0.737
H -3.565 -1.731 -1.222 -0.493 -0.521 0.019
H -0.200 1.108 1.299 -1.873 -0.369 -1.059
H -2.062 0.530 0.896 1.108 1.396 0.442
H -1.097 1.650 -0.254 -0.083 -0.164 0.799
H 3.299 0.166 0.029 0.142 0.632 0.185
H 3.892 -0.908 1.530 -0.398 0.300 -0.619
```
Positions in Å, forces in eV/Å.

## Properties
E = -23267.47095 eV
ΔE to the lowest compared entry with this formula, charge and spin = 0.800 eV
E_LUMO = -0.01 eV
HOMO level = -9.218 eV
frontier orbital gap = 9.20 eV

=====

(2)
This record from the OMol25 dataset describes C14H7HoN2O8 as an isolated structure at a distorted geometry. The level of theory is ωB97M-V/def2-TZVPD.

```
32
Properties=species:S:1:pos:R:3:forces:R:3
Ho -0.407 0.808 0.002 0.037 0.047 -0.038
O -4.532 -0.533 -0.003 0.005 0.012 -0.003
O 5.884 -3.975 -0.006 0.015 -0.130 0.004
O 4.587 -5.699 -0.004 0.069 -0.038 0.004
O -2.288 -0.330 -0.002 0.036 -0.070 0.027
O 1.942 0.864 0.001 1.780 -1.031 -0.006
O -0.431 5.121 -0.001 0.026 -0.046 -0.006
O 0.072 2.924 0.001 0.222 0.168 0.010
O 0.337 -1.214 0.003 0.003 -0.601 0.003
N -2.351 2.199 0.001 -0.391 0.287 0.004
N 4.787 -4.502 -0.003 -0.062 0.233 -0.010
C -4.561 3.802 0.000 0.049 -0.047 -0.001
C 2.723 -1.386 0.002 -1.483 -0.744 0.003
C -2.200 3.524 0.000 0.251 -0.124 -0.003
C 1.373 -1.963 0.003 1.064 0.204 -0.004
C -3.563 1.645 0.000 0.187 -0.235 -0.001
C 3.615 -3.621 0.000 0.121 0.435 0.005
C 1.238 -3.383 0.003 -0.062 0.220 0.001
C 2.330 -4.207 0.002 0.262 0.757 -0.002
C 3.817 -2.250 0.001 0.061 -0.806 -0.002
C -3.510 0.110 -0.002 -0.157 0.340 0.005
C 2.897 0.025 0.002 -1.651 0.925 -0.016
C -3.292 4.370 0.000 0.010 0.084 0.002
C -4.707 2.420 -0.001 -0.065 0.010 0.002
C -0.726 3.950 0.000 -0.480 0.174 0.019
H 3.929 0.397 0.000 -0.052 0.145 0.006
H 2.235 -5.281 0.001 0.022 -0.062 0.000
H -3.139 5.440 -0.001 0.035 -0.010 0.000
H 4.823 -1.855 -0.001 0.088 -0.070 0.001
H 0.230 -3.778 0.003 0.038 0.013 0.001
H -5.677 1.943 -0.001 0.023 -0.041 0.000
H -5.437 4.438 0.000 -0.001 -0.001 0.000
```
Positions in Å, forces in eV/Å.

## Properties
multiplicity = 5
E = -59792.00182 eV
⟨S²⟩ = 6.0034
E_LUMO (spin up / spin down) = -1.24 / -1.23 eV
HOMO level (spin up / spin down) = -9.435 / -9.442 eV
frontier orbital gap (spin up / spin down) = 8.19 / 8.21 eV

=====

(3)
This record from the OMol25 dataset describes C27H21ClN5O6PtS as an isolated structure at a distorted geometry. The level of theory is ωB97M-V/def2-TZVPD.

```
62
Properties=species:S:1:pos:R:3:forces:R:3
Pt 0.593 -0.102 0.211 0.016 0.174 -0.377
Cl -0.178 2.651 -4.595 0.039 -0.038 0.118
S 3.369 0.661 -1.851 -0.365 0.121 -0.146
O 2.852 -1.131 1.315 0.779 -0.276 0.326
O 0.612 -1.791 -0.997 0.144 -0.186 0.512
O 3.439 2.098 -1.919 0.022 -0.010 0.011
O -2.094 3.090 -2.279 0.154 -0.038 0.177
O -1.345 1.239 -1.248 -0.485 0.777 0.260
O 2.930 -0.033 -3.033 0.056 0.016 -0.059
N -1.012 -0.955 -2.319 0.524 -0.964 -0.118
N 2.542 0.174 -0.543 0.119 -0.574 0.959
N -0.965 -0.705 1.326 0.209 -0.028 0.111
N 0.664 1.567 1.278 -0.098 -0.082 0.114
N -2.570 2.412 9.631 0.002 0.012 0.030
C -1.664 -1.805 1.115 -0.354 -0.149 0.057
C -0.726 0.895 3.179 -0.133 0.030 0.146
C 4.727 -0.680 -0.132 -0.142 0.045 0.014
C 0.068 -3.042 -2.939 0.124 -0.018 0.058
C -1.202 -0.302 2.634 -0.301 -0.058 -0.057
C 7.227 -0.537 -1.279 -0.016 -0.037 0.007
C -2.406 -2.166 2.265 0.055 -0.047 -0.236
C 0.085 1.807 2.521 0.334 0.124 0.082
C 5.777 -1.323 0.492 0.161 -0.037 0.059
C -2.124 -1.219 3.217 0.101 0.160 -0.031
C 0.059 2.232 -2.860 0.015 0.044 -0.075
C -2.272 2.159 8.550 0.042 -0.077 -0.283
C 1.375 2.624 0.945 0.147 0.293 0.132
C -1.155 1.222 4.572 0.035 -0.002 -0.155
C 0.529 3.097 2.960 -0.057 -0.193 0.008
C 4.923 0.002 -1.312 0.028 0.011 0.022
C 6.166 0.102 -1.906 -0.053 0.053 -0.073
C -0.923 0.319 5.607 0.229 0.010 0.122
C -1.902 1.835 7.190 -0.060 0.064 0.242
C -0.101 -1.860 -2.024 -0.548 0.140 -0.583
C -1.264 2.212 -2.068 -0.259 0.184 -0.387
C -2.163 2.735 6.162 -0.030 0.068 -0.078
C -1.786 2.428 4.866 -0.239 -0.010 -0.013
C 7.034 -1.250 -0.097 -0.070 -0.012 0.019
C 1.313 3.611 1.967 0.053 -0.013 -0.244
C 3.300 -0.598 0.323 0.000 0.285 -0.457
C -1.283 0.623 6.908 0.056 -0.083 -0.015
H -0.420 -0.613 5.390 -0.015 -0.006 -0.002
H 0.728 2.986 -2.448 -0.009 -0.031 -0.003
H 7.875 -1.750 0.367 0.006 0.021 0.005
H -1.078 -0.072 7.711 0.000 -0.020 -0.014
H -1.075 -0.043 -1.753 -0.269 0.490 -0.080
H -2.018 3.112 4.061 0.028 0.021 0.010
H -1.651 -2.294 0.154 0.076 -0.033 0.031
H -0.895 -3.524 -3.111 0.011 0.011 -0.031
H 1.936 2.653 0.023 -0.029 -0.002 0.012
H -1.490 -1.003 -3.202 -0.022 -0.124 -0.028
H -2.667 3.667 6.382 0.013 0.009 -0.016
H -3.063 -3.016 2.359 -0.024 0.025 -0.037
H 0.760 -3.752 -2.495 0.017 -0.003 -0.006
H 0.555 1.266 -2.834 0.008 0.024 -0.052
H 0.467 -2.702 -3.895 -0.002 -0.014 0.005
H -2.544 -1.158 4.206 0.003 0.036 0.010
H 6.307 0.663 -2.821 -0.013 -0.025 -0.007
H 5.607 -1.856 1.419 -0.005 -0.003 -0.015
H 0.289 3.571 3.896 -0.020 -0.029 0.018
H 8.215 -0.484 -1.718 0.002 0.001 0.012
H 1.798 4.573 1.945 0.013 -0.024 -0.010
```
Positions in Å, forces in eV/Å.

## Properties
E = -74683.25562 eV
ΔE to the lowest compared entry with this formula, charge and spin = 0.743 eV
E_LUMO = 1.31 eV
HOMO level = -5.150 eV
frontier orbital gap = 6.46 eV
net charge = -1

=====

(4)
This record from the OMol25 dataset describes a 2-piece molecular cluster, C2H3N2O2 overall at a distorted geometry. The level of theory is ωB97M-V/def2-TZVPD.

```
9
Properties=species:S:1:pos:R:3:forces:R:3
O -1.187 -1.130 -1.213 0.795 1.457 -0.925
O -3.467 -0.670 0.284 -0.400 0.759 -0.099
N -1.704 -1.726 -0.291 0.003 -1.307 1.121
N -2.586 1.472 0.910 0.409 1.446 0.248
C -3.046 0.452 0.584 -0.617 -1.787 -0.041
C -0.235 0.089 -0.821 -1.136 -0.653 0.322
H 0.756 -0.378 -0.849 -0.144 0.432 0.049
H -0.443 0.810 -1.626 0.388 -0.126 0.458
H -0.627 0.416 0.182 0.703 -0.221 -1.133
```
Positions in Å, forces in eV/Å.

## Properties
E = -9194.31530 eV
ΔE to the lowest compared entry with this formula, charge and spin = 3.389 eV
E_LUMO (spin up / spin down) = 4.16 / 4.16 eV
HOMO level (spin up / spin down) = -3.106 / -3.107 eV
frontier orbital gap (spin up / spin down) = 7.27 / 7.27 eV
net charge = -1

=====

(5)
This record from the OMol25 dataset describes one molecule with the formula C5H7NOS at a distorted geometry. The level of theory is ωB97M-V/def2-TZVPD.

```
15
Properties=species:S:1:pos:R:3:forces:R:3
S -1.087 0.330 2.206 -0.026 0.098 0.302
O 2.399 -0.825 1.089 -0.378 0.247 -0.731
N 0.612 -0.153 2.344 -0.832 0.167 -0.845
C 0.008 -0.705 0.218 0.742 -0.714 -0.102
C 1.224 -0.541 1.128 0.088 -0.386 1.330
C -0.818 0.533 0.482 0.093 0.002 -1.001
C -0.806 -0.173 -0.910 0.439 -0.128 0.285
C -0.187 0.528 -2.095 -1.708 0.926 -0.555
H -1.615 -0.825 -1.192 -0.181 -0.259 0.123
H -0.477 -1.624 0.578 0.001 0.456 0.139
H 1.116 0.080 3.187 0.177 -0.083 -0.271
H -0.218 1.407 0.264 0.206 0.329 0.504
H 0.234 -0.222 -2.735 0.356 -0.599 -0.263
H -1.023 0.994 -2.750 1.546 -0.190 1.235
H 0.637 1.197 -1.814 -0.522 0.134 -0.150
```
Positions in Å, forces in eV/Å.

## Properties
SMILES = C[C@@H]1[C@H]2SNC(=O)[C@H]12
E = -19668.16041 eV
ΔE to the lowest compared entry with this formula, charge and spin = 3.442 eV
E_LUMO = 0.75 eV
HOMO level = -8.487 eV
frontier orbital gap = 9.24 eV

=====

(6)
This record from the OMol25 dataset describes C32H28BClF2O2P2Pt as an isolated structure at a distorted geometry. The level of theory is ωB97M-V/def2-TZVPD.

```
69
Properties=species:S:1:pos:R:3:forces:R:3
Pt -1.228 -1.779 1.262 0.781 2.212 -0.048
Cl 2.032 -0.721 3.849 -0.375 -0.834 -0.148
P 1.270 -0.206 -0.413 1.065 1.303 -1.998
P -1.109 1.649 -0.037 0.189 1.505 -0.719
F -2.130 -4.335 -0.065 0.736 0.244 -0.111
F -3.799 -3.258 0.861 -0.040 0.785 0.415
O 0.876 -0.987 0.800 -1.373 -1.526 1.673
O -1.670 0.317 0.354 -0.235 -2.060 0.813
C -0.307 -2.209 -4.207 -0.079 -0.021 -0.018
C -1.894 2.096 -1.615 0.369 -0.238 0.831
C -2.079 1.079 -2.547 -0.014 0.002 -0.091
C -2.847 3.051 1.481 0.023 -0.024 0.066
C 1.307 -2.235 3.529 0.148 1.403 0.115
C 5.137 -1.096 0.319 -0.026 -0.074 0.042
C -1.488 2.932 1.189 0.179 -0.501 -0.603
C -0.035 -2.154 -1.828 -0.072 0.036 0.136
C 3.082 -0.200 -0.515 -0.998 -0.042 0.193
C 5.143 0.426 -1.547 -0.092 0.071 -0.105
C 0.836 -0.361 -3.188 -0.042 -0.050 0.110
C -3.045 3.633 -3.038 -0.057 0.021 -0.062
C 0.361 -1.000 -4.319 0.106 0.044 0.023
C -0.997 4.693 2.737 0.026 0.028 -0.028
C 1.560 -4.599 3.140 1.176 0.850 0.156
C 2.117 -3.350 3.358 0.334 -1.673 -0.299
C 0.169 -4.750 3.150 -0.040 -0.417 -0.104
C -0.658 -3.663 3.327 -0.494 1.628 0.193
C -0.993 -1.219 3.550 -0.127 0.052 -0.072
C 3.757 -1.013 0.384 0.149 0.103 -0.051
C -0.521 -2.781 -2.962 -0.011 -0.045 -0.004
C -2.711 1.355 -3.747 -0.058 -0.068 0.094
C 5.824 -0.387 -0.653 0.106 -0.006 0.017
C -0.561 3.763 1.805 0.007 -0.025 0.072
C 3.763 0.526 -1.481 0.192 0.011 0.055
C -0.130 -2.334 3.469 -0.870 -1.072 0.134
C -3.276 3.991 2.400 0.014 -0.041 -0.072
C -3.208 2.629 -3.983 -0.019 0.101 0.030
C -2.385 3.372 -1.849 0.119 0.067 -0.145
C 0.629 -0.939 -1.940 0.175 0.195 0.668
C 0.732 1.551 -0.267 -0.588 -0.635 0.235
C -2.349 4.812 3.026 0.102 0.021 -0.007
B -2.511 -3.252 0.593 -0.614 -1.348 -0.461
H 0.492 3.711 1.569 0.076 -0.029 -0.017
H 3.189 -3.243 3.407 0.105 0.077 0.007
H -3.443 4.619 -3.219 -0.047 0.086 -0.046
H -3.554 2.408 0.976 -0.157 -0.040 0.013
H -4.328 4.086 2.620 -0.087 0.030 0.028
H -2.261 4.148 -1.111 -0.007 0.138 0.062
H -0.660 -2.710 -5.096 -0.062 -0.030 -0.056
H 1.228 1.939 0.626 0.051 -0.047 -0.045
H 6.899 -0.467 -0.718 0.073 0.014 0.012
H -1.754 0.075 -2.322 0.017 -0.095 -0.039
H 1.038 2.146 -1.125 0.047 0.008 -0.104
H 3.239 1.164 -2.175 -0.031 0.082 -0.097
H 3.195 -1.564 1.121 0.002 -0.106 0.083
H 5.680 0.980 -2.303 0.072 0.017 -0.013
H -1.725 -3.809 3.450 0.045 0.032 -0.020
H -2.679 5.561 3.729 -0.037 0.025 0.097
H 0.519 -0.555 -5.288 0.018 0.044 -0.132
H -0.257 -5.735 3.038 -0.108 -0.133 -0.014
H -1.054 -3.713 -2.873 -0.044 -0.156 -0.013
H -2.031 -1.369 3.826 0.013 -0.043 -0.028
H -0.275 5.329 3.230 -0.005 0.076 0.003
H -3.750 2.834 -4.896 0.041 0.036 -0.064
H 1.354 0.581 -3.279 0.039 0.143 -0.075
H -2.845 0.570 -4.477 -0.043 -0.023 -0.035
H 5.668 -1.719 1.022 0.111 -0.042 0.008
H -0.171 -2.608 -0.846 0.103 -0.071 -0.300
H -0.574 -0.241 3.728 -0.065 0.103 -0.116
H 2.195 -5.459 3.004 0.102 -0.079 -0.024
```
Positions in Å, forces in eV/Å.

## Properties
multiplicity = 5
E = -78177.85440 eV
⟨S²⟩ = 6.0229
ΔE to the lowest compared entry with this formula, charge and spin = 0.923 eV
E_LUMO (spin up / spin down) = -5.91 / -10.44 eV
HOMO level (spin up / spin down) = -14.057 / -14.090 eV
frontier orbital gap (spin up / spin down) = 8.15 / 3.65 eV
net charge = +2